*1*
ORCA calculation (the ωB97M-V functional and the def2-TZVPD basis) on C4H4N2OS in the gas phase.

Each atom is followed by the atoms it is bonded to, with distances in Å.
Geometry (Å):
1 C -1.06 2.13 0.33  H5 1.164, H6 1.131, N9 1.286
2 C 0.24 -0.64 0.11  C3 1.566, C4 1.541, N10 1.262
3 C 0.71 -1.99 0.75  C2 1.566, H7 1.241, O11 1.216
4 C 0.69 -0.24 -1.31  C2 1.541, H8 1.160, S12 1.599
5 H -1.93 2.82 -0.04  C1 1.164
6 H -0.04 2.44 0.70  C1 1.131
7 H -0.07 -2.17 1.70  C3 1.241
8 H -0.20 0.29 -1.83  C4 1.160
9 N -1.31 0.87 0.25  C1 1.286, N10 1.301
10 N -0.62 -0.06 0.83  C2 1.262, N9 1.301
11 O 1.49 -2.88 0.48  C3 1.216
12 S 2.11 -0.57 -1.97  C4 1.599

HOMO-LUMO gap   0.2851 Eh
SMILES string   C=N/N=C(/C=O)C=S

These are the natural (NBO) partial charges, in e, on atoms 1 to 2: atom 1 (C): -0.120, atom 2 (C): 0.040

*2*
ORCA calculation (the ωB97M-V functional and the def2-TZVPD basis) on C4H4N2OS in the gas phase.

Each atom is followed by the atoms it is bonded to, with distances in Å.
Geometry (Å):
1 C 2.09 -0.18 0.08  C2 1.480, H5 1.152, H6 1.087, H7 1.089
2 C 0.62 -0.21 -0.09  C1 1.480, N9 1.391, N10 1.264
3 C -1.28 0.99 -0.02  C4 1.432, H8 1.044, N9 1.263
4 C -2.06 -0.21 -0.07  C3 1.432, O11 1.343, S12 1.652
5 H 2.65 -1.15 0.37  C1 1.152
6 H 2.54 0.17 -0.85  C1 1.087
7 H 2.23 0.61 0.82  C1 1.089
8 H -1.84 1.87 -0.03  C3 1.044
9 N -0.02 1.02 -0.10  C2 1.391, C3 1.263
10 N 0.10 -1.36 -0.07  C2 1.264, O11 1.423
11 O -1.33 -1.34 -0.05  C4 1.343, N10 1.423
12 S -3.71 -0.21 0.02  C4 1.652

HOMO-LUMO gap   0.2924 Eh
SMILES string   Cc1ncc(=S)on1

These are the natural (NBO) partial charges, in e, on atoms 1 to 2: atom 1 (C): -0.650, atom 2 (C): 0.329

*3*
ORCA calculation (the ωB97M-V functional and the def2-TZVPD basis) on C4H4N2OS in the gas phase.

Each atom is followed by the atoms it is bonded to, with distances in Å.
Geometry (Å):
1 C -0.24 -0.30 0.18  C3 1.364, N9 1.368, S12 1.807
2 C 2.56 -0.07 -0.14  H7 1.129, O11 1.220, S12 1.736
3 C -1.35 -0.94 -0.28  C1 1.364, C4 1.420, H8 1.095
4 C -2.60 -0.27 -0.18  C3 1.420, N10 1.148
5 H -1.10 1.53 0.34  N9 1.013
6 H 0.60 1.54 0.36  N9 1.019
7 H 3.53 -0.64 -0.12  C2 1.129
8 H -1.32 -2.02 -0.46  C3 1.095
9 N -0.25 1.02 0.55  C1 1.368, H5 1.013, H6 1.019
10 N -3.62 0.25 -0.07  C4 1.148
11 O 2.49 1.12 -0.39  C2 1.220
12 S 1.31 -1.23 0.21  C1 1.807, C2 1.736

HOMO-LUMO gap   0.3319 Eh
SMILES string   N#C/C=C(\N)SC=O

These are the natural (NBO) partial charges, in e, on atoms 1 to 2: atom 1 (C): 0.131, atom 2 (C): 0.219

Of them, the most stable is *3* and the least stable is *1*.